[1]
Entry from the Open Molecules 2025 dataset: a 11-piece molecular cluster, C33H88O11 overall in a non-equilibrium geometry (wB97M-V/def2-TZVPD).

Summary:
- lowest unoccupied orbital energy (eV) = 0.466
- SMILES string = CC(C)O.CC(C)O.CC(C)O.CC(C)O.CC(C)O.CC(C)O.CC(C)O.CC(C)O.CC(C)O.CC(C)O.CC(C)O
- Kohn-Sham gap (eV) = 9.8
- energy above the lowest of the compared OMol25 structures with the same formula, charge and spin (kJ/mol) = 272.5

Geometry as XYZ:
```
132
C33H88O11 | the Open Molecules 2025 dataset | wB97M-V/def2-TZVPD
C 0.506 4.502 -4.458
C 1.044 3.758 -3.252
C 0.616 2.312 -3.208
O 2.495 3.800 -3.301
H 0.923 5.508 -4.450
H -0.586 4.529 -4.421
H 0.726 3.992 -5.401
H 0.762 4.331 -2.365
H 0.691 1.790 -2.258
H 1.044 1.776 -4.061
H -0.441 2.183 -3.495
H 2.731 3.961 -4.220
C 2.242 1.419 3.639
C 1.054 0.797 4.379
C -0.226 1.573 4.111
O 1.039 -0.581 4.047
H 3.156 0.866 3.865
H 2.456 2.456 3.906
H 2.077 1.402 2.557
H 1.362 0.888 5.432
H -1.050 1.391 4.797
H -0.569 1.308 3.109
H 0.093 2.612 4.083
H 0.391 -1.097 4.559
C -4.045 1.289 2.806
C -5.251 1.120 3.717
C -5.950 2.363 4.166
O -6.188 0.281 3.003
H -3.563 2.262 2.911
H -4.377 1.149 1.776
H -3.299 0.525 3.019
H -4.937 0.534 4.590
H -6.534 2.875 3.400
H -5.242 3.083 4.584
H -6.674 2.073 4.934
H -6.916 0.030 3.579
C 3.404 -3.374 0.593
C 2.706 -3.546 1.946
C 3.126 -2.607 3.050
O 1.303 -3.322 1.637
H 4.486 -3.531 0.727
H 3.408 -2.452 0.014
H 3.116 -4.246 0.001
H 2.853 -4.603 2.183
H 4.192 -2.758 3.240
H 2.570 -2.908 3.943
H 2.897 -1.563 2.866
H 0.924 -2.781 2.344
C 4.097 -3.143 -5.104
C 3.153 -2.401 -5.992
C 2.554 -1.162 -5.339
O 3.868 -2.057 -7.194
H 4.971 -2.535 -4.841
H 4.543 -4.004 -5.604
H 3.641 -3.424 -4.156
H 2.376 -3.088 -6.352
H 1.838 -1.398 -4.547
H 1.990 -0.528 -6.027
H 3.368 -0.572 -4.912
H 3.252 -1.951 -7.921
C 3.790 0.512 -1.363
C 4.571 -0.290 -2.391
C 5.749 0.473 -2.997
O 5.120 -1.472 -1.753
H 4.353 0.657 -0.440
H 2.830 0.059 -1.130
H 3.729 1.481 -1.866
H 3.846 -0.670 -3.117
H 5.396 1.393 -3.476
H 6.256 -0.124 -3.751
H 6.363 0.839 -2.175
H 5.700 -1.941 -2.358
C -0.515 -1.307 -2.171
C -0.424 -1.528 -0.663
C -1.627 -0.898 0.041
O -0.455 -2.924 -0.445
H -1.459 -1.684 -2.578
H 0.327 -1.750 -2.696
H -0.600 -0.240 -2.403
H 0.485 -1.031 -0.307
H -1.568 -0.996 1.126
H -2.539 -1.390 -0.306
H -1.742 0.161 -0.183
H 0.158 -3.113 0.292
C -5.706 3.992 0.395
C -4.575 4.184 -0.634
C -4.163 2.850 -1.201
O -5.102 5.069 -1.615
H -6.631 3.651 -0.076
H -5.899 4.919 0.933
H -5.478 3.197 1.112
H -3.729 4.675 -0.156
H -3.656 2.192 -0.490
H -3.441 2.923 -2.021
H -5.022 2.312 -1.611
H -5.795 4.646 -2.128
C 0.433 -6.748 -3.080
C 0.445 -5.450 -2.294
C 1.488 -4.497 -2.874
O -0.851 -4.877 -2.525
H 0.626 -6.590 -4.146
H -0.565 -7.192 -3.065
H 1.160 -7.503 -2.778
H 0.569 -5.645 -1.226
H 1.099 -3.930 -3.725
H 2.304 -5.013 -3.401
H 2.011 -3.811 -2.204
H -0.864 -4.022 -2.062
C -1.208 6.036 1.086
C -1.174 4.580 1.575
C -0.144 3.709 0.899
O -0.814 4.561 2.945
H -0.252 6.319 0.629
H -1.369 6.736 1.906
H -1.890 6.291 0.271
H -2.140 4.113 1.343
H 0.870 4.101 1.020
H -0.363 3.559 -0.161
H -0.083 2.723 1.356
H -1.148 5.299 3.460
C -2.334 -1.320 5.147
C -1.668 -2.647 5.469
C -1.766 -3.721 4.406
O -0.307 -2.306 5.776
H -3.382 -1.423 4.870
H -1.845 -0.785 4.326
H -2.159 -0.657 5.994
H -2.094 -3.051 6.397
H -1.595 -4.753 4.702
H -1.113 -3.361 3.604
H -2.765 -3.745 3.959
H 0.140 -2.913 6.370
```



[2]
Entry from the Open Molecules 2025 dataset: C28H36BLiO20 as an isolated structure in a non-equilibrium geometry (wB97M-V/def2-TZVPD).

Summary:
- lowest unoccupied orbital energy (eV) = -0.256
- Kohn-Sham gap (eV) = 8.7
- energy above the lowest of the compared OMol25 structures with the same formula, charge and spin (kJ/mol) = 0.0

Geometry as XYZ:
```
86
C28H36BLiO20 | the Open Molecules 2025 dataset | wB97M-V/def2-TZVPD
Li 0.016 -0.260 0.354
O 0.049 3.083 -8.011
C -0.214 3.088 -6.848
O -0.889 2.154 -6.191
B -0.880 2.469 -4.747
O -0.173 3.730 -4.621
C 0.265 4.133 -5.813
O 0.897 5.116 -6.034
O -0.228 1.366 -3.999
C -1.075 0.847 -3.140
O -0.853 -0.016 -2.340
C -2.402 1.637 -3.247
O -2.264 2.509 -4.211
O -3.375 1.433 -2.570
O 1.442 -1.898 0.044
C 1.324 -2.927 0.657
O 1.973 -3.170 1.803
C 1.623 -4.481 2.346
C 0.991 -5.213 1.153
C 0.355 -4.063 0.385
H 0.978 -4.340 3.209
H 2.592 -4.913 2.578
H 0.268 -5.968 1.454
H 1.813 -5.667 0.603
H -0.566 -3.703 0.852
H 0.200 -4.224 -0.676
O -1.446 1.174 0.486
C -2.413 1.806 0.183
O -2.316 3.081 -0.247
C -3.633 3.593 -0.499
C -4.524 2.799 0.435
C -3.890 1.417 0.322
H -3.897 3.326 -1.530
H -3.679 4.675 -0.425
H -5.583 2.841 0.176
H -4.492 3.148 1.472
H -4.134 0.933 -0.627
H -3.972 0.780 1.195
O 5.934 1.015 0.179
C 5.133 0.846 1.051
O 4.214 -0.138 0.983
C 3.528 -0.340 2.221
C 3.929 0.830 3.128
C 4.998 1.603 2.347
H 3.726 -1.324 2.641
H 2.454 -0.328 2.040
H 4.387 0.436 4.041
H 3.077 1.412 3.471
H 5.954 1.607 2.868
H 4.728 2.647 2.199
O 0.043 -0.225 2.402
C -0.061 -0.286 3.594
O 0.725 -1.077 4.336
C 0.339 -1.065 5.732
C -0.643 0.089 5.896
C -0.950 0.565 4.461
H 1.241 -0.976 6.329
H -0.122 -2.034 5.916
H -0.339 0.892 6.564
H -1.565 -0.269 6.361
H -0.665 1.610 4.361
H -1.996 0.444 4.196
O -1.653 -1.464 -0.044
C -2.625 -1.945 -0.546
O -3.745 -2.179 0.163
C -4.764 -2.783 -0.662
C -4.306 -2.593 -2.109
C -2.783 -2.409 -1.970
H -5.716 -2.298 -0.459
H -4.862 -3.829 -0.365
H -4.791 -1.723 -2.545
H -4.518 -3.468 -2.721
H -2.402 -1.632 -2.625
H -2.290 -3.368 -2.117
O 1.389 1.087 -0.199
C 2.239 1.170 -1.048
O 3.025 2.254 -1.103
C 3.932 2.184 -2.215
C 3.901 0.727 -2.673
C 2.524 0.271 -2.221
H 4.949 2.455 -1.941
H 3.547 2.864 -2.977
H 4.672 0.142 -2.176
H 4.091 0.674 -3.745
H 2.490 -0.790 -1.991
H 1.738 0.429 -2.963
```



[3]
Entry from the Open Molecules 2025 dataset: C5H12Si as an isolated structure in a non-equilibrium geometry (wB97M-V/def2-TZVPD).

Summary:
- lowest unoccupied orbital energy (eV) = 0.974
- Kohn-Sham gap (eV) = 10.1
- energy above the lowest of the compared OMol25 structures with the same formula, charge and spin (kJ/mol) = 303.3

Geometry as XYZ:
```
18
C5H12Si | the Open Molecules 2025 dataset | wB97M-V/def2-TZVPD
C 2.104 -0.155 1.321
C 0.940 0.355 1.245
C 0.507 1.698 1.539
C -1.246 -1.135 -2.556
C -0.409 -0.869 0.335
Si -1.136 0.102 -1.090
H 2.464 -1.201 1.287
H 2.938 0.362 1.896
H 0.624 2.277 0.656
H -0.626 1.684 1.790
H 1.127 2.096 2.390
H -0.486 -1.963 -2.243
H -2.218 -1.577 -2.391
H -1.128 -0.754 -3.642
H 0.377 -1.630 0.375
H -1.270 -0.959 1.115
H -2.452 0.526 -0.869
H -0.109 1.143 -1.159
```



[4]
Entry from the Open Molecules 2025 dataset: a 2-piece molecular cluster, C4H11N3O2 overall in a non-equilibrium geometry (wB97M-V/def2-TZVPD).

Summary:
- lowest unoccupied orbital energy (eV) = 0.822
- SMILES string = [H]/N=C(\N)NC.CC(=O)O
- Kohn-Sham gap (eV) = 9.9
- energy above the lowest of the compared OMol25 structures with the same formula, charge and spin (kJ/mol) = 58.8

Geometry as XYZ:
```
20
C4H11N3O2 | the Open Molecules 2025 dataset | wB97M-V/def2-TZVPD
H -1.714 -0.518 1.473
N -0.862 -0.503 0.926
C 0.056 -1.206 1.448
N 0.035 -1.772 2.723
N 1.246 -1.389 0.771
C 2.538 -1.201 1.441
H 0.420 -2.708 2.744
H -0.892 -1.766 3.124
H 1.209 -0.853 -0.082
H 2.444 -1.468 2.489
H 2.926 -0.184 1.365
H 3.249 -1.851 0.935
C -0.984 2.383 -2.990
C -0.709 1.495 -1.776
O 0.223 1.701 -1.047
O -1.559 0.456 -1.728
H -1.841 3.040 -2.878
H -1.153 1.727 -3.837
H -0.052 2.881 -3.240
H -1.156 -0.268 -1.217
```